{
  "formula": "CH4BBr",
  "method": "the ωB97M-V functional and the def2-TZVPD basis",
  "de_lowest_kcal_mol": 99.1,
  "e_homo_ev": [-9.1, -8.0],
  "homo_lumo_gap_ev": [7.8, 5.3],
  "total_energy_ev": -71817.02751,
  "max_force_ev_per_a": 2.09,
  "elements": ["B", "C", "Br", "H", "H", "H", "H"],
  "positions_angstrom": [[0.71409, 0.98904, 0.33846], [-0.26223, -0.22573, 0.07744], [1.62820, 4.13598, 1.82797], [1.75222, 1.43643, 0.07344], [0.19797, -0.92111, -0.62842], [-0.45930, -0.78628, 0.99394], [-1.15728, 0.24177, -0.34336]],
  "forces_ev_per_a": [[-0.4, -0.9, 0.0], [1.2, 1.7, 0.5], [-0.4, -0.9, -0.3], [0.2, 0.2, -0.1], [0.0, 0.2, -0.2], [-0.3, 0.2, 0.0], [-0.3, -0.4, 0.1]],
  "nbo_charge": [0.8919, -1.1378, -0.4922, -0.1003, 0.2706, 0.2862, 0.2817]
}

{
  "formula": "CH4BBr",
  "method": "the ωB97M-V functional and the def2-TZVPD basis",
  "de_lowest_kcal_mol": 94.3,
  "e_homo_ev": [-9.1, -9.0],
  "homo_lumo_gap_ev": [7.3, 6.9],
  "total_energy_ev": -71817.23457,
  "max_force_ev_per_a": 3.20,
  "elements": ["B", "C", "Br", "H", "H", "H", "H"],
  "positions_angstrom": [[-0.22078, 0.50790, -0.07140], [0.39636, -0.99607, -0.02022], [-1.00735, 3.23674, 1.30144], [-0.64231, 0.97430, -1.14317], [0.36167, -1.21491, -1.11561], [1.37403, -0.81169, 0.41896], [-0.26164, -1.69628, 0.63000]],
  "forces_ev_per_a": [[-0.8, -0.2, -1.8], [-2.2, 1.9, 1.3], [0.6, -2.0, -0.7], [0.4, 0.1, 1.5], [0.3, -0.2, 1.0], [0.4, -0.8, -0.1], [1.3, 1.1, -1.1]],
  "nbo_charge": [0.9084, -1.1143, -0.5210, -0.1113, 0.2728, 0.2739, 0.2914]
}

{
  "formula": "CH4BCl",
  "method": "the ωB97M-V functional and the def2-TZVPD basis",
  "de_lowest_kcal_mol": 116.7,
  "e_homo_ev": -7.8,
  "homo_lumo_gap_ev": 7.5,
  "total_energy_ev": -14295.94470,
  "max_force_ev_per_a": 6.62,
  "elements": ["B", "C", "Cl", "H", "H", "H", "H"],
  "positions_angstrom": [[0.39842, 1.35089, -0.03683], [-0.12257, -1.19323, -0.04442], [1.39992, -0.25772, -0.02159], [-0.37161, 1.51330, -0.87385], [0.27882, 2.02476, 0.94124], [-0.16319, -2.01007, -0.61887], [-0.39846, -1.29390, 1.06437]],
  "forces_ev_per_a": [[-0.8, -1.4, 0.9], [-0.9, 4.3, 5.0], [-0.1, 0.4, -0.3], [0.1, -0.1, -1.3], [0.7, -0.4, 0.1], [0.5, -2.7, -2.5], [0.5, -0.1, -1.9]],
  "nbo_charge": [0.2591, -0.7546, 0.2365, -0.0572, -0.0643, 0.1851, 0.1955]
}

{
  "formula": "CH4BrClOP",
  "method": "the ωB97M-V functional and the def2-TZVPD basis",
  "total_charge": 1,
  "de_lowest_kcal_mol": 69.1,
  "e_homo_ev": -14.9,
  "homo_lumo_gap_ev": 8.7,
  "total_energy_ev": -94994.45421,
  "max_force_ev_per_a": 4.33,
  "elements": ["C", "O", "P", "Cl", "Br", "H", "H", "H", "H"],
  "positions_angstrom": [[0.43002, 0.76070, 2.34111], [0.16190, 0.87153, -2.87891], [-0.38761, -0.24111, 1.30497], [-0.69257, 0.13044, -0.56463], [-1.75342, -1.41520, 2.30475], [1.30340, 1.43545, 1.94462], [-0.05318, 0.33908, -3.62562], [0.39400, 0.54669, 3.35773], [1.03687, 1.39314, -3.09354]],
  "forces_ev_per_a": [[2.0, 1.1, -3.7], [2.7, 2.2, 0.4], [0.8, 1.6, 1.1], [0.3, -0.1, 0.3], [-1.0, -0.9, 0.2], [-2.0, -1.2, 0.8], [0.0, -0.5, -1.1], [-0.1, -0.4, 1.7], [-2.7, -1.7, 0.4]],
  "nbo_charge": [-0.7416, -0.9774, 1.0466, 0.0267, 0.0739, 0.3054, 0.4907, 0.2705, 0.5052]
}